Entry from the Open Molecules 2025 dataset: C23H15CaO6P as an isolated structure at a distorted geometry (the ωB97M-V functional and the def2-TZVPD basis).

Properties
**E_LUMO**: -7.880 eV
**Orbital gap**: 5.9 eV
**Total charge**: +2

Cartesian coordinates (Å):
1 O -0.0001 -0.0011 -4.0098
2 C -0.0001 0.0024 -2.8609
3 Ca 0.0027 0.0101 -0.4228
4 O -1.7790 -3.0570 0.0954
5 C -1.1852 -2.1975 -0.2572
6 C 1.2445 2.1077 -0.0900
7 O 1.8242 3.0730 0.1640
8 C -2.1003 1.2520 -0.0924
9 O -3.0735 1.8141 0.1725
10 C 2.1421 -1.2433 -0.4377
11 O 3.1007 -1.8136 -0.1461
12 O 0.0322 0.4983 2.0499
13 P 0.0018 0.3710 3.5986
14 C -1.6456 -0.4242 3.8344
15 C -2.3390 -0.9611 2.7297
16 C -3.6504 -1.4342 2.8634
17 C -4.2706 -1.2969 4.1128
18 C -3.5816 -0.7493 5.2220
19 C -2.2211 -0.4997 5.0996
20 C 1.5729 -0.5436 3.9091
21 C 2.2106 -0.6144 5.1418
22 C 3.5364 -1.0163 5.2425
23 C 4.1473 -1.6368 4.1445
24 C 3.4508 -1.7513 2.9357
25 C 2.1861 -1.1968 2.8363
26 C -0.0157 1.6011 5.1023
27 C -1.1738 1.8471 5.9042
28 C -1.0796 2.1005 7.2945
29 C 0.1844 2.3593 7.8467
30 C 1.3292 2.3858 7.0309
31 C 1.2207 2.0001 5.6682
32 H -1.7907 -1.1410 1.7961
33 H -4.1446 -1.8477 1.9578
34 H -5.2630 -1.7224 4.2668
35 H -4.0287 -0.5873 6.2204
36 H -1.5993 -0.3263 5.9755
37 H 1.6468 -0.2830 5.9995
38 H 4.0316 -0.8397 6.1989
39 H 5.1372 -2.0742 4.2545
40 H 3.8542 -2.3111 2.0857
41 H 1.5694 -1.3050 1.9501
42 H -2.1534 1.8998 5.3841
43 H -2.0105 2.1688 7.8813
44 H 0.2797 2.6024 8.9011
45 H 2.3092 2.7593 7.3706
46 H 2.0913 2.0220 4.9775

=====

Entry from the Open Molecules 2025 dataset: an isolated molecule of C23H15F3O3S at a distorted geometry (the ωB97M-V functional and the def2-TZVPD basis).

Properties
**Relative energy (zero: lowest compared OMol25 entry of this formula, charge and spin)**: 236.6 kJ/mol
**E_LUMO**: -0.433 eV
**Orbital gap**: 8.1 eV

Cartesian coordinates (Å):
1 O -0.5036 5.3520 3.1234
2 C -0.9340 4.4116 2.3680
3 C -0.0515 3.3639 2.1028
4 C -0.3848 2.5228 1.0457
5 C 0.6521 1.6647 0.4124
6 C 1.9882 1.5842 0.7765
7 C 2.8696 0.7590 0.1888
8 C 2.4485 -0.1427 -0.9253
9 C 1.0803 0.0590 -1.3939
10 O 0.5131 -0.6652 -2.3385
11 C 1.2568 -1.6331 -3.1318
12 C 1.4911 -3.0196 -2.4783
13 C 2.4795 -3.8787 -2.9240
14 C 2.6175 -5.2083 -2.5259
15 C 1.8302 -5.6473 -1.4315
16 C 0.7676 -4.8366 -1.0105
17 S -0.2228 -5.2482 0.5352
18 C 0.5274 -4.2110 1.8502
19 F -0.4309 -4.3128 2.8855
20 F 0.6817 -2.8946 1.4773
21 F 1.8282 -4.6768 2.2518
22 C 0.4904 -3.5688 -1.6227
23 C 0.2100 0.8065 -0.5656
24 O -1.7042 2.4756 0.5715
25 C -2.6138 3.3335 1.0011
26 C -3.8045 3.1496 0.5778
27 C -4.8202 4.0332 0.9322
28 C -4.5929 5.1404 1.8144
29 C -3.3146 5.2278 2.3950
30 C -2.2984 4.3739 1.9888
31 H 0.9408 3.3256 2.5252
32 H 2.3897 2.2393 1.5640
33 H 3.8727 0.5762 0.5826
34 H 3.1093 -0.9916 -1.2438
35 H 2.1875 -1.1113 -3.4591
36 H 0.5715 -1.7547 -3.9679
37 H 3.2281 -3.4641 -3.6048
38 H 3.2769 -5.9133 -3.0792
39 H 1.9404 -6.6415 -0.9640
40 H -0.2672 -2.9514 -1.3282
41 H -0.8558 0.7545 -0.8019
42 H -4.0586 2.1992 0.0425
43 H -5.9067 3.7887 0.6572
44 H -5.4592 5.7835 1.9245
45 H -3.0254 5.8473 3.2023

=====

Entry from the Open Molecules 2025 dataset: a 2-piece molecular cluster, C23H15N2O6 overall at a distorted geometry (the ωB97M-V functional and the def2-TZVPD basis).

Properties
**E_LUMO**: 1.853 eV
**Orbital gap**: 5.6 eV
**Total charge**: -1

Cartesian coordinates (Å):
1 O 3.3016 1.1972 4.6164
2 N 3.2205 2.4317 4.4073
3 O 3.5560 3.2835 5.2622
4 C 2.7127 2.8610 3.1360
5 C 2.6095 4.2348 2.8399
6 C 2.0329 4.6250 1.6235
7 C 1.5518 3.6556 0.7232
8 C 1.7239 2.2684 0.9619
9 C 1.3582 1.2936 -0.0752
10 N 2.5719 0.7206 -0.6477
11 O 2.8966 0.8776 -1.8316
12 O 3.2581 0.0872 0.1972
13 C 2.3606 1.8911 2.1599
14 H 3.0423 4.9614 3.5296
15 H 1.9394 5.6929 1.3872
16 H 1.0779 3.9291 -0.2142
17 H 0.5707 1.6247 -0.7565
18 H 2.5552 0.8379 2.3591
19 C -1.9172 -3.9229 -4.9272
20 C -2.4699 -3.1809 -3.8770
21 C -1.5997 -2.5458 -2.9990
22 C -0.2119 -2.6089 -3.1814
23 C 0.3367 -3.2550 -4.2914
24 C -0.5215 -3.9347 -5.1558
25 C 0.4888 -1.9100 -2.0549
26 O 1.6857 -1.7991 -1.8306
27 C -0.5894 -1.3596 -1.1879
28 C -0.3465 -0.5817 -0.1012
29 C -1.3809 -0.4185 0.9039
30 C -2.2043 -1.5182 1.2896
31 C -3.1593 -1.3989 2.2919
32 C -3.3932 -0.1641 2.9053
33 C -2.6163 0.9448 2.5400
34 C -1.5877 0.8031 1.5972
35 C -1.9442 -1.6958 -1.8136
36 O -3.0890 -1.3219 -1.5479
37 H -2.5759 -4.4890 -5.5757
38 H -3.5364 -3.0769 -3.6983
39 H 1.4137 -3.2063 -4.4564
40 H -0.1177 -4.4865 -6.0073
41 H 0.6560 -0.1052 0.0967
42 H -1.9946 -2.4825 0.8341
43 H -3.7395 -2.2742 2.5706
44 H -4.2300 -0.0366 3.5936
45 H -2.8031 1.9263 2.9934
46 H -0.8925 1.6254 1.4111

=====

> Which value of E_LUMO does entry 2 give?

-0.433 eV

=====

> Which of these has the highest E_LUMO?

C23H15N2O6